# C39H102N2O27S9

A 11-piece molecular cluster, C39H102N2O27S9 overall (ωB97M-V with the def2-TZVPD basis set, the Open Molecules 2025 dataset).

The geometry in ORCA input format:
```
! wB97M-V def2-TZVPD RIJCOSX def2/J DEFGRID3
* xyz 0 1
C -4.72387 -2.97020 0.05139
C -3.40316 -3.70882 0.03734
O -3.16775 -4.33617 1.32877
S -1.75905 -5.13359 1.50459
C -2.43831 -6.61964 2.21727
O -1.28104 -5.44143 0.18865
O -0.96983 -4.45754 2.51037
H -5.50075 -3.70154 0.28670
H -4.93450 -2.53968 -0.92722
H -4.73551 -2.16879 0.78841
H -3.34728 -4.48565 -0.72432
H -2.56967 -3.00743 -0.04677
H -3.15482 -6.35722 2.98884
H -1.67764 -7.33716 2.51320
H -2.96283 -7.10443 1.39207
C 0.20402 1.47629 -3.47148
C -0.80218 1.68326 -4.57202
O -1.45187 0.43780 -4.87420
S -2.85800 0.49850 -5.67706
C -4.01796 1.10891 -4.38686
O -2.77152 1.53951 -6.66521
O -3.12197 -0.85750 -6.08435
H -0.27846 1.09617 -2.56959
H 0.74562 2.39642 -3.27049
H 0.91774 0.69910 -3.75585
H -1.54070 2.45115 -4.33466
H -0.31682 2.04280 -5.48146
H -3.85822 0.46389 -3.52392
H -5.00276 0.90087 -4.79168
H -3.77021 2.14859 -4.21169
C 5.72258 6.19901 -1.26193
C 4.79885 5.05909 -1.63884
O 5.23224 3.86999 -0.95923
S 5.50833 2.55029 -1.90258
C 3.75089 2.13970 -2.17127
O 6.11054 2.99521 -3.14013
O 6.16805 1.55778 -1.08703
H 5.88059 6.33325 -0.19421
H 5.23610 7.12439 -1.58771
H 6.67033 6.12531 -1.79423
H 3.79598 5.27840 -1.26052
H 4.61522 4.98485 -2.71136
H 3.22379 3.04986 -2.44246
H 3.38250 1.74668 -1.22433
H 3.66748 1.39897 -2.96096
C 4.92130 -1.15527 -2.67716
C 4.85384 -2.62414 -3.01120
O 4.48001 -3.24611 -1.76099
S 4.22357 -4.83995 -1.61590
C 5.92486 -5.37718 -1.37779
O 3.49919 -5.04369 -0.38696
O 3.69461 -5.26429 -2.89645
H 3.95659 -0.68357 -2.51100
H 5.42359 -0.62158 -3.48679
H 5.53285 -1.04054 -1.78222
H 4.10730 -2.86018 -3.77100
H 5.78908 -3.07752 -3.34667
H 6.52955 -4.97552 -2.18763
H 5.92027 -6.45845 -1.27108
H 6.34170 -4.94040 -0.47097
C -7.06058 -0.71052 -4.59070
C -7.92409 -0.39191 -3.37381
O -7.48672 0.73159 -2.60019
S -6.28085 0.56504 -1.53290
C -7.10531 -0.38771 -0.25073
O -5.21830 -0.19451 -2.16554
O -5.98144 1.85378 -0.98790
H -7.09129 0.15001 -5.25880
H -7.54651 -1.51686 -5.14532
H -6.05819 -1.04544 -4.34168
H -8.88641 -0.03268 -3.74056
H -8.13598 -1.29350 -2.79458
H -7.98536 0.21620 -0.03725
H -6.41623 -0.47028 0.58235
H -7.43157 -1.33906 -0.66251
C 4.34452 -3.59252 1.94936
C 4.76476 -2.20125 1.51892
O 4.68506 -1.33391 2.64702
S 4.63150 0.25862 2.42758
C 6.31360 0.54152 1.88805
O 3.76559 0.50734 1.29392
O 4.38462 0.87613 3.70121
H 4.54155 -4.28581 1.13157
H 3.29002 -3.63196 2.21701
H 4.95373 -3.89008 2.80361
H 5.79790 -2.24390 1.15261
H 4.19160 -1.85522 0.65504
H 6.95701 0.30548 2.73244
H 6.46167 1.56562 1.55432
H 6.46600 -0.09160 1.01812
C 0.15434 4.93819 6.56382
C -0.57827 3.78684 5.88251
O -1.56423 4.36558 5.01447
S -2.04309 3.47189 3.74466
C -3.25571 2.37317 4.53137
O -2.81807 4.30981 2.85521
O -0.91801 2.73638 3.24395
H -0.42450 5.37483 7.37751
H 0.36017 5.72149 5.83324
H 1.12060 4.63080 6.96346
H 0.17841 3.26060 5.30162
H -1.04120 3.16652 6.64740
H -2.74762 1.78783 5.29413
H -3.65860 1.75151 3.73547
H -4.02480 3.02711 4.93176
C 1.83060 7.86010 -1.68406
C 0.67439 7.31104 -0.86457
O -0.19546 6.56041 -1.71509
S -0.27945 4.95250 -1.49785
C -1.05576 4.85912 0.14443
O -1.20765 4.45773 -2.48612
O 1.05489 4.39562 -1.40710
H 2.53185 8.34114 -0.99624
H 1.50911 8.62165 -2.39202
H 2.35599 7.04211 -2.17330
H 1.09328 6.65647 -0.09543
H 0.15378 8.13000 -0.36842
H -0.25104 4.98158 0.86163
H -1.47602 3.85628 0.18610
H -1.86157 5.58443 0.18234
C -3.30341 -2.81328 -3.26828
C -2.39208 -3.35756 -4.34590
O -1.71736 -4.54698 -3.97197
S -0.20750 -4.81799 -4.51803
C 0.71155 -3.86883 -3.34374
O 0.02542 -6.21816 -4.30392
O -0.05213 -4.24332 -5.83356
H -3.76859 -1.87344 -3.54570
H -2.75242 -2.73503 -2.32411
H -4.06803 -3.54881 -2.99509
H -2.98005 -3.51988 -5.25393
H -1.70729 -2.56824 -4.67108
H 0.58219 -4.28742 -2.34706
H 0.37403 -2.83595 -3.41478
H 1.77419 -3.95644 -3.56156
C 1.29590 -2.45919 -0.20620
C -0.12902 -1.86678 -0.20303
N -0.19268 -0.44896 -0.59023
C -1.55175 -0.10174 -0.99058
C -2.47460 0.31351 0.14113
C 0.49986 0.45236 0.30053
C 0.54198 1.89121 -0.23705
H 1.67152 -2.38610 -1.22867
H 1.22485 -3.52797 -0.00825
H 1.93578 -1.92325 0.48868
H -0.67501 -2.47670 -0.92480
H -0.59021 -1.97730 0.78940
H -1.53350 0.69367 -1.74392
H -2.03539 -0.94338 -1.48930
H -3.44737 0.65333 -0.21818
H -2.61785 -0.52655 0.82739
H -2.06763 1.16109 0.69853
H 1.48065 0.10434 0.61562
H -0.06105 0.49551 1.25071
H 0.91367 1.88257 -1.26200
H 1.22045 2.46336 0.39812
H -0.42185 2.39124 -0.14740
C -0.82089 0.30531 7.56037
C -0.13351 -0.91505 6.95472
N -0.44858 -1.08909 5.54765
C -0.05402 -2.42452 5.08472
C -0.58715 -2.77221 3.68891
C -0.04907 0.00891 4.66902
C 1.46100 0.08905 4.42193
H -0.25651 1.23445 7.50990
H -1.07296 0.10520 8.60533
H -1.80824 0.43879 7.10828
H 0.93619 -0.86844 7.20324
H -0.63818 -1.77896 7.39411
H 1.03389 -2.56832 5.06840
H -0.45298 -3.13314 5.81138
H -1.62223 -2.50852 3.47918
H 0.10841 -2.43863 2.92267
H -0.56648 -3.86598 3.65393
H -0.37705 0.97358 5.06055
H -0.57952 -0.05618 3.71555
H 1.70288 1.01150 3.89511
H 1.74328 -0.73939 3.76801
H 2.00729 0.02251 5.36157
*
```

For the total energy, the calculation gives -197869.8108 eV. Its SMILES is CCOS(C)(=O)=O.CCOS(C)(=O)=O.CCOS(C)(=O)=O.CCOS(C)(=O)=O.CCOS(C)(=O)=O.CCOS(C)(=O)=O.CCOS(C)(=O)=O.CCOS(C)(=O)=O.CCOS(C)(=O)=O.CCN(CC)CC.CCN(CC)CC. Its LUMO energy is 0.1 eV. For the HOMO-LUMO gap, the calculation gives 7.8 eV.